(1)
The following is a quantum chemistry calculation of a structure of composition C22H24BrCl2N2O7PtS, from the Open Molecules 2025 dataset.

The geometry in ORCA input format:
```
! wB97M-V def2-TZVPD RIJCOSX def2/J DEFGRID3
* xyz -1 1
Pt 0.235 1.374 0.124
Br -6.626 -0.845 1.060
Cl 1.018 -0.797 2.158
Cl 2.290 -2.559 4.159
S 2.131 3.278 -0.356
O 2.848 4.519 -0.465
O -1.214 3.286 0.922
O 5.332 -2.899 -2.377
O -1.064 -4.112 -4.158
O 3.149 2.175 -0.959
O 0.936 3.237 -1.195
O 1.852 2.863 1.037
N -0.604 -0.460 -0.799
N 1.931 0.191 -0.445
C 0.853 -1.620 3.746
C -3.506 1.867 0.673
C 1.709 -0.770 -1.349
C -2.335 -1.895 -1.604
C 4.315 0.114 -0.982
C 2.740 -1.324 -2.091
C -1.886 -0.806 -0.896
C -2.500 1.381 1.534
C -3.989 -0.464 2.089
C -1.831 -3.936 -2.977
C -0.531 2.119 2.995
C 0.329 -1.202 -1.456
C -1.013 4.523 1.581
C -1.218 2.068 1.650
C -1.393 -2.695 -2.258
C -4.725 1.231 0.544
C -2.781 0.193 2.233
C -0.070 -2.335 -2.174
C 3.191 0.853 -0.337
C 4.062 -0.866 -1.885
C 5.188 -1.505 -2.650
C -4.961 0.063 1.256
H 0.720 -0.866 4.514
H -4.182 -1.382 2.627
H -0.587 1.151 3.486
H -1.008 2.857 3.650
H 5.314 0.492 -0.805
H -3.389 -2.136 -1.641
H 6.125 -0.980 -2.435
H -5.493 1.636 -0.101
H 2.541 -2.089 -2.828
H 3.392 1.046 0.723
H -1.797 4.697 2.331
H 0.516 2.391 2.879
H -2.899 -3.861 -3.211
H 5.263 -3.020 -1.425
H -1.341 -4.926 -4.585
H 0.011 -2.300 3.692
H -0.031 4.591 2.054
H 0.680 -2.936 -2.666
H -1.074 5.288 0.809
H 4.998 -1.441 -3.723
H -2.585 -0.178 -0.357
H -1.701 -4.800 -2.311
H -3.307 2.762 0.102
H -2.025 -0.239 2.876
*
```

Summary:
Energy relative to the best compared isomer or geometry (same formula, charge and spin)   356.2 kJ/mol
Largest force on an atom   4.871 eV Å⁻¹
HOMO (spin up / spin down)   -3.76 / -3.68 eV
Orbital gap (spin up / spin down)   5.8 / 5.8 eV

---

(2)
The following is a quantum chemistry calculation of a structure of composition C40H50ClHfN10O5, from the Open Molecules 2025 dataset.

The geometry in ORCA input format:
```
! wB97M-V def2-TZVPD RIJCOSX def2/J DEFGRID3
* xyz 1 1
Hf -0.522 0.834 -1.028
Cl 5.274 1.500 -1.338
O -0.494 2.820 0.266
O 2.218 1.970 6.758
O -2.524 1.160 3.480
O -1.648 1.131 0.991
O 4.687 -3.239 4.648
N -1.366 -0.177 -2.603
N -2.561 2.059 -1.599
N -0.054 -3.348 -0.131
N -0.391 -1.003 -0.187
N 2.352 1.832 1.736
N 1.587 0.289 -1.998
N 1.165 -4.553 1.377
N 0.047 2.784 -2.460
N 0.530 -2.405 1.949
N 3.012 -0.658 0.772
C 2.125 0.906 3.928
C -3.177 -3.125 0.360
C -0.638 -2.194 -0.584
C 3.733 -1.360 2.936
C 2.664 0.907 -1.505
C 4.894 -3.569 3.290
C -1.976 -3.164 -4.468
C -1.252 2.333 1.159
C 1.860 2.967 2.218
C -1.726 5.226 3.488
C 1.728 -0.578 -3.011
C 0.534 -3.396 1.041
C 2.957 -0.835 -3.583
C 4.082 -0.186 -3.095
C 1.147 2.191 5.855
C -1.671 -1.400 -2.805
C -0.892 -0.105 -5.711
C -1.161 3.308 -3.145
C 3.479 -1.800 0.281
C -2.251 2.472 3.440
C -1.630 -3.864 -2.186
C -1.729 -2.453 -1.676
C 3.925 0.691 -2.038
C -3.738 -0.991 -0.788
C -1.764 -4.189 -3.469
C 4.078 -2.776 1.054
C -1.657 3.104 2.335
C -2.296 4.583 4.592
C 2.522 0.819 2.600
C 3.120 -0.443 2.080
C -3.159 -2.387 -0.979
C -2.553 3.230 4.575
C -2.310 3.402 -2.157
C -1.404 4.481 2.378
C -1.964 -1.848 -4.188
C -3.323 0.123 -5.065
C 1.585 2.089 4.416
C 1.484 3.155 3.541
C -2.170 -0.849 -5.312
C 4.218 -2.549 2.417
H -3.867 -0.466 -1.735
H -1.506 -4.636 -1.443
H -0.086 -0.806 -5.938
H 3.359 -1.950 -0.788
H 3.030 -1.538 -4.401
H -2.048 4.071 -1.337
H 0.417 1.410 6.071
H 1.350 -4.749 2.346
H -1.538 6.290 3.510
H -1.071 0.498 -6.604
H 2.865 2.676 6.653
H -2.609 -2.571 1.112
H -1.417 2.602 -3.937
H 3.854 -1.150 3.988
H 4.421 -3.697 0.597
H 0.660 3.156 6.028
H 4.491 -4.561 3.056
H -2.148 -3.480 -5.492
H -0.972 4.282 -3.597
H -2.278 0.768 2.619
H 1.115 -2.461 2.765
H -2.765 -4.130 0.291
H -4.723 -1.083 -0.326
H -3.521 0.712 -5.963
H -2.999 2.728 5.423
H -2.459 -1.458 -6.174
H -1.744 -5.226 -3.779
H 2.226 0.054 4.589
H 0.376 3.481 -1.795
H 5.962 -3.585 3.042
H -0.562 0.551 -4.904
H -2.919 1.452 -2.331
H -2.546 5.157 5.476
H 2.541 1.555 -0.642
H 0.788 2.652 -3.141
H 0.825 -1.055 -3.362
H 5.063 -0.361 -3.516
H -3.078 0.817 -4.261
H -4.205 -3.207 0.715
H 5.225 -3.815 5.200
H -3.119 -0.390 -0.119
H -4.240 -0.404 -4.798
H 0.942 -5.341 0.792
H -3.824 -2.920 -1.666
H -3.192 3.802 -2.659
H -0.943 4.942 1.514
H 1.743 3.774 1.503
H 0.296 -1.492 1.563
H -3.258 2.078 -0.862
H 1.081 4.106 3.864
*
```

Summary:
Energy relative to the best compared isomer or geometry (same formula, charge and spin)   106.2 kJ/mol
Largest force on an atom   1.029 eV Å⁻¹
HOMO   -9.92 eV
Orbital gap   7.7 eV

---

(3)
The following is a quantum chemistry calculation of an isolated molecule of C16H25N3O3S, from the Open Molecules 2025 dataset.

The geometry in ORCA input format:
```
! wB97M-V def2-TZVPD RIJCOSX def2/J DEFGRID3
* xyz 0 1
S -1.404 0.132 -1.028
O -3.829 0.807 1.657
O 3.075 0.878 1.337
O 2.584 1.075 -3.679
N 1.040 0.466 0.081
N -3.655 -1.530 0.991
N 0.995 0.693 -2.038
C 2.355 0.674 -0.001
C 0.239 0.512 -1.012
C -4.379 -3.580 2.892
C 2.393 0.887 -2.367
C 6.045 3.077 -1.102
C -3.262 -0.094 1.085
C 2.951 1.202 -1.185
C -1.660 0.229 0.858
C 6.865 2.767 -2.347
C -5.119 -2.374 2.760
C -2.018 -3.151 1.632
C -2.773 -3.212 3.003
C 4.435 1.366 -1.244
C 4.608 2.669 -1.066
C -2.838 -2.422 0.496
C -4.962 -1.753 1.308
H 4.182 3.178 -2.098
H -2.005 -4.393 1.405
H -5.440 -2.350 0.533
H 6.775 2.632 -0.291
H -0.983 -0.697 1.244
H 4.941 1.075 -1.971
H 2.145 0.758 1.962
H -4.710 -3.915 3.658
H -1.440 1.260 1.429
H 4.130 3.138 -0.516
H 0.304 0.699 -2.933
H 4.985 0.901 -0.366
H -2.184 -4.199 3.573
H -6.200 -2.386 2.769
H 6.832 1.671 -2.533
H -2.635 -2.073 3.414
H -5.512 -0.808 1.109
H 6.239 4.309 -1.147
H -2.125 -2.345 -0.404
H -4.963 -1.468 3.385
H 6.274 3.061 -3.293
H -1.113 -2.894 1.574
H -4.571 -4.240 1.953
H 7.758 3.114 -2.437
H -3.505 -3.245 -0.152
*
```

Summary:
Energy relative to the best compared isomer or geometry (same formula, charge and spin)   1481.8 kJ/mol
Largest force on an atom   15.530 eV Å⁻¹
SMILES   CCCCc1c(O)nc(SCC(=O)N2CCCCCC2)[nH]c1=O
HOMO   -8.80 eV
Orbital gap   8.8 eV

---

(4)
The following is a quantum chemistry calculation of an isolated molecule of C9H11N3OS, from the Open Molecules 2025 dataset.

The geometry in ORCA input format:
```
! wB97M-V def2-TZVPD RIJCOSX def2/J DEFGRID3
* xyz 0 3
S -1.661 -0.835 0.376
O -1.717 -1.304 1.771
N 1.082 -0.737 0.091
N 3.021 3.445 0.347
N 2.657 1.059 0.319
C -4.210 0.304 -0.201
C 3.590 -1.086 -0.200
C 0.991 -2.109 0.367
C 3.325 -2.432 0.063
C 0.046 0.070 -0.001
C 2.841 2.216 0.697
C 2.045 -2.938 0.439
C -2.885 0.628 0.447
C 2.446 -0.240 0.085
H 1.910 -3.994 0.738
H 3.205 4.137 1.077
H 0.038 -2.438 0.679
H -2.303 1.330 -0.080
H -5.050 1.127 -0.116
H -4.748 -0.605 0.212
H -3.014 0.966 1.521
H 3.015 4.009 -0.616
H 4.081 -3.141 -0.160
H -4.045 0.147 -1.308
H 4.504 -0.629 -0.300
*
```

Summary:
Energy relative to the best compared isomer or geometry (same formula, charge and spin)   316.8 kJ/mol
Largest force on an atom   5.957 eV Å⁻¹
HOMO (spin up / spin down)   -5.76 / -7.33 eV
Orbital gap (spin up / spin down)   6.2 / 5.8 eV

---

(5)
The following is a quantum chemistry calculation of a structure of composition C45H36N6O4ReSe2, from the Open Molecules 2025 dataset.

The geometry in ORCA input format:
```
! wB97M-V def2-TZVPD RIJCOSX def2/J DEFGRID3
* xyz 2 4
Re 0.982 -0.061 -0.261
Se 3.701 -2.195 -2.587
Se 3.765 -2.934 -0.413
O -0.037 0.875 -2.012
O 0.645 -1.484 -1.742
O -0.837 -0.277 0.617
O -3.886 -0.273 2.832
N -2.054 1.750 2.334
N 1.373 1.701 0.965
N 2.813 0.440 -1.491
N -0.374 -0.021 -2.914
N -0.034 -1.220 -2.813
N 1.266 -4.235 -0.369
C -4.165 0.810 -0.473
C 0.441 -5.277 -0.478
C -2.388 -1.277 -0.883
C 2.581 3.885 2.192
C 2.968 2.618 2.497
C -0.216 3.165 -0.140
C 2.580 0.129 2.226
C -1.447 1.755 -4.174
C 1.586 -2.046 2.074
C -1.151 -1.334 5.025
C -2.848 1.245 -6.061
C 3.278 -1.601 3.733
C -2.276 2.172 -5.204
C 0.886 2.971 0.717
C 0.875 -6.555 -0.802
C 1.769 -0.779 1.531
C -1.733 0.631 3.163
C -2.752 1.796 1.232
C 2.342 1.522 1.873
C -2.378 -1.338 4.382
C -0.065 5.557 0.180
C -0.521 0.641 3.836
C -2.691 -0.359 3.446
C 3.094 -5.682 -0.932
C 2.224 -6.759 -1.029
C 4.266 0.332 -3.404
C 3.682 2.448 -2.536
C 2.332 -2.454 3.171
C -0.220 -0.341 4.759
C -0.682 4.429 -0.393
C -4.977 -1.024 3.375
C 2.953 1.790 -1.582
C -2.586 -0.110 -5.896
C 4.349 1.701 -3.493
C -2.031 -0.279 0.032
C -3.582 -1.226 -1.568
C 1.000 5.390 1.020
C -1.202 0.400 -4.020
C 2.555 -4.447 -0.602
C -2.982 0.751 0.292
C 3.513 -0.290 -2.406
C 1.490 4.101 1.316
C -4.471 -0.161 -1.388
C -1.760 -0.544 -4.874
C 3.376 -0.293 3.287
H -3.491 1.575 -6.867
H 3.762 2.434 3.207
H -3.028 -0.836 -6.566
H -3.831 -2.017 -2.266
H -1.826 2.644 2.751
H -3.172 2.773 1.006
H -1.549 -1.595 -4.735
H -5.111 -0.807 4.436
H -2.473 3.228 -5.338
H -0.989 2.465 -3.501
H 3.716 3.529 -2.524
H 4.059 0.387 3.782
H -5.395 -0.119 -1.949
H 4.798 -0.297 -4.105
H -0.691 2.309 -0.602
H 4.943 2.176 -4.263
H -1.696 -2.096 -1.029
H 2.430 2.380 -0.859
H 0.729 -0.323 5.278
H -0.439 6.548 -0.042
H -4.829 -2.095 3.232
H -3.108 -2.097 4.627
H 4.154 -5.789 -1.114
H 0.193 1.430 3.626
H -4.863 1.620 -0.289
H 2.601 -7.742 -1.276
H -1.533 4.562 -1.051
H -5.856 -0.708 2.822
H 2.182 -3.445 3.583
H 1.482 6.249 1.473
H 3.911 -1.942 4.542
H 3.092 4.737 2.627
H 0.863 -2.715 1.624
H 0.166 -7.370 -0.873
H -0.607 -5.074 -0.286
H -0.932 -2.103 5.753
*
```

Summary:
Energy relative to the best compared isomer or geometry (same formula, charge and spin)   11.3 kJ/mol
Largest force on an atom   1.035 eV Å⁻¹
HOMO (spin up / spin down)   -12.44 / -12.47 eV
Orbital gap (spin up / spin down)   6.7 / 6.1 eV

---

(6)
The following is a quantum chemistry calculation of a structure of composition C21H30HfN8S4Te, from the Open Molecules 2025 dataset.

The geometry in ORCA input format:
```
! wB97M-V def2-TZVPD RIJCOSX def2/J DEFGRID3
* xyz 0 1
Hf 0.247 -0.186 0.286
Te 3.267 0.854 0.393
S -4.333 0.074 -1.157
S 0.817 -2.123 -4.271
S 2.057 -2.098 0.618
S 3.462 3.204 -1.950
N -2.962 1.079 1.004
N -0.566 -0.558 2.138
N 2.688 -1.138 -2.619
N -1.794 -0.012 -0.707
N 0.046 1.955 1.445
N 0.418 -0.796 -2.111
N -0.398 -2.496 -0.082
N 0.214 1.823 -1.240
C -1.243 -0.623 4.465
C -3.291 -0.593 -2.377
C -1.485 -3.180 -0.448
C -0.252 -5.215 -0.492
C -0.921 -1.474 3.230
C 3.506 2.834 -0.271
C 0.768 -3.137 0.100
C -1.462 -4.541 -0.663
C -0.399 3.024 -0.653
C -2.937 0.448 -0.123
C 3.741 3.972 0.449
C -2.158 -2.307 2.880
C 0.246 -2.396 3.563
C 0.872 -4.517 -0.107
C -0.831 -1.048 -2.680
C -2.011 -0.550 -1.962
C 3.725 4.879 -1.686
C -0.811 -1.755 -3.827
C 1.381 -1.292 -2.858
C 3.864 5.140 -0.359
C 0.209 3.219 0.715
H 0.711 1.866 2.205
H -3.907 1.323 1.275
H -0.890 1.903 1.844
H -1.551 -1.247 5.308
H 2.977 -0.699 -1.744
H -2.988 -1.656 2.592
H 3.821 3.973 1.527
H 0.027 -2.956 4.475
H 4.055 6.128 0.036
H -2.400 -2.608 -0.548
H 1.164 2.035 -1.537
H 3.783 5.569 -2.512
H 0.432 -3.111 2.762
H -2.365 -5.060 -0.949
H -0.296 1.549 -2.071
H 1.272 3.430 0.626
H -0.366 -0.045 4.761
H 1.159 -1.819 3.715
H -0.264 4.058 1.232
H -3.677 -0.965 -3.311
H -2.055 0.075 4.243
H -2.473 -2.904 3.740
H -0.257 3.911 -1.275
H -0.197 -6.284 -0.654
H -1.396 0.048 2.050
H -1.950 -2.988 2.056
H -1.644 -2.091 -4.420
H 3.359 -1.696 -3.114
H 1.825 -5.004 0.047
H -1.470 2.833 -0.554
*
```

Summary:
Largest force on an atom   0.462 eV Å⁻¹
HOMO   -7.24 eV
Orbital gap   7.5 eV

---

(7)
The following is a quantum chemistry calculation of a structure of composition C24H33GdN3P2Se, from the Open Molecules 2025 dataset.

The geometry in ORCA input format:
```
! wB97M-V def2-TZVPD RIJCOSX def2/J DEFGRID3
* xyz 1 8
Gd -0.506 -0.282 0.279
Se -1.297 1.570 2.343
P -0.809 2.024 -1.325
P 2.609 -0.517 -0.591
N 1.340 2.435 3.228
N -0.764 -1.317 -1.600
N 0.175 1.539 4.831
C 2.051 -1.534 -2.009
C 0.391 3.117 -2.161
C -0.900 0.962 5.600
C -0.448 -4.940 -0.993
C 0.135 1.834 3.496
C -1.609 1.186 -2.782
C 0.930 -5.095 -1.107
C -3.968 0.326 -2.341
C -2.402 -3.351 -0.960
C 1.715 2.988 1.942
C -4.853 -0.677 -1.923
C 2.131 2.471 4.371
C 1.395 1.912 5.379
C 3.537 -1.556 0.517
C -2.107 -1.145 -1.893
C -2.989 -2.192 -1.506
C 3.602 0.818 -1.245
C 1.741 -4.006 -1.452
C -2.136 3.197 -0.891
C -0.205 -2.586 -1.546
C -1.051 -3.664 -1.197
C -2.585 0.108 -2.358
C 1.194 -2.741 -1.666
C -4.388 -1.926 -1.550
H 4.460 -1.892 0.034
H 1.632 1.761 6.403
H -1.774 0.849 4.956
H -0.788 0.759 -3.387
H 2.822 -4.139 -1.562
H 2.975 -1.872 -2.492
H -1.154 1.612 6.446
H 3.867 1.502 -0.429
H 1.515 -0.856 -2.698
H 0.940 3.684 -1.390
H 2.532 3.716 2.096
H -1.825 -1.911 0.748
H -1.854 3.716 0.035
H 1.386 -6.059 -0.925
H -4.352 1.296 -2.657
H -5.921 -0.464 -1.898
H -1.085 -5.784 -0.716
H -5.076 -2.722 -1.227
H -2.268 3.912 -1.715
H 0.852 3.497 1.479
H -3.075 2.661 -0.706
H 3.042 1.379 -2.008
H 4.513 0.400 -1.688
H 1.112 2.517 -2.737
H -0.612 -0.019 5.994
H 3.779 -0.978 1.418
H -2.120 1.972 -3.353
H 1.635 0.198 0.223
H 2.067 2.203 1.247
H -0.139 3.812 -2.826
H 2.937 -2.428 0.808
H 3.117 2.898 4.368
H -3.068 -4.179 -0.728
*
```

Summary:
Largest force on an atom   3.036 eV Å⁻¹
HOMO (spin up / spin down)   -7.50 / -9.22 eV
Orbital gap (spin up / spin down)   4.5 / 6.3 eV

---

(8)
The following is a quantum chemistry calculation of a cluster of 2 separate species, C4H10N2OS in total, from the Open Molecules 2025 dataset.

The geometry in ORCA input format:
```
! wB97M-V def2-TZVPD RIJCOSX def2/J DEFGRID3
* xyz 0 1
S -1.197 0.303 -0.066
O -0.686 0.113 -1.439
N -2.602 1.210 0.013
N -0.309 0.949 0.972
C 2.071 -0.045 -0.828
C -1.954 -1.241 0.531
C 2.590 1.121 -0.069
C 1.513 0.238 0.488
H 1.677 -0.452 1.268
H 1.593 0.356 -1.719
H -1.572 -1.467 1.510
H -2.629 1.659 0.896
H -1.759 -2.155 0.018
H 2.330 2.082 -0.385
H 2.814 -0.846 -0.990
H -2.296 1.932 -0.623
H 3.487 1.134 0.503
H -3.016 -1.171 0.564
*
```

Summary:
Energy relative to the best compared isomer or geometry (same formula, charge and spin)   590.8 kJ/mol
Largest force on an atom   4.210 eV Å⁻¹
HOMO   -9.21 eV
Orbital gap   10.0 eV